17
Properties=species:S:1:pos:R:3:forces:R:3:lowdin_charge:R:1 method="wB97M-V/def2-TZVPD" smiles=CO[C@H]1C[C@H]1CO e_homo_ev=-9.1 molar_mass_g_mol=102.1 gap_ev=10.075 largest_force_ha_per_bohr=0.032 total_energy_ev=-9439.8322 e_above_lowest_kcal_mol=74.0 lumo_ha=0.0366
C 1.9563 0.8801 0.0705 0.169 0.121 0.176 -0.10
O 1.2208 -0.0711 -0.6519 0.302 -0.035 -0.221 -0.15
C 0.4845 -1.0578 -0.0010 -1.284 0.199 -0.985 -0.27
C -0.2231 -0.8438 1.2870 0.032 0.014 0.554 -0.06
C -1.0162 -0.6740 0.0455 1.189 -0.757 -0.846 -0.24
C -1.4317 0.6648 -0.4662 -0.689 -0.198 0.928 -0.25
O -1.5867 0.7016 -1.8730 -0.275 -0.187 0.144 -0.05
H 2.8129 0.4216 0.5767 0.000 0.087 0.033 0.09
H 1.3524 1.4252 0.8109 0.069 -0.132 -0.123 0.08
H 2.3074 1.6012 -0.6755 0.022 -0.144 0.231 0.10
H 0.7121 -2.0579 -0.3654 0.194 0.136 0.381 0.15
H -0.4618 -1.7315 1.8543 0.216 -0.019 0.179 0.11
H 0.0136 0.0228 1.8895 -0.011 0.047 0.005 0.11
H -1.7676 -1.4171 -0.2279 0.306 -0.092 0.310 0.14
H -2.3777 0.6423 0.1079 -0.450 1.177 -0.956 0.12
H -0.8751 1.5521 -0.1350 0.206 -0.481 0.023 0.12
H -1.1200 -0.0584 -2.2465 0.004 0.264 0.166 0.09

100
Properties=species:S:1:pos:R:3:forces:R:3:mulliken_spin:R:1 method="wB97M-V/def2-TZVPD" e_homo_ev="0.1 / -7.4" molar_mass_g_mol=664.7 gap_ev="1.815 / 9.286" largest_force_ha_per_bohr=0.106 charge=-1 s_squared=0.75 total_energy_ev=-66739.9117 lumo_ha="0.0707 / 0.0701" multiplicity=2
C -16.9991 3.5682 -16.4085 -0.949 1.205 -0.030 0.08
O -17.3365 4.9931 -16.4238 0.409 -1.119 -0.510 -0.01
H -16.9297 3.2255 -15.3761 0.182 -0.122 -0.032 0.01
H -17.8345 3.0604 -16.8905 0.173 -0.224 0.013 0.04
H -16.0858 3.3686 -16.9689 -0.021 0.119 0.089 -0.01
H -17.3913 5.2871 -15.5115 0.234 0.186 0.227 0.01
C -20.8725 -1.1060 -10.9784 -0.713 -0.716 1.306 0.78
O -20.9911 -2.5865 -11.0481 0.373 2.050 -0.733 -0.42
H -21.5915 -0.7630 -10.2344 -0.330 0.066 0.053 0.03
H -19.9449 -0.6801 -10.5960 0.537 -0.674 -0.278 -0.47
H -21.1138 -0.5489 -11.8837 0.065 -0.907 -0.425 0.23
H -20.7101 -2.9423 -10.2019 0.093 0.177 0.097 0.13
C -24.5988 1.0671 -17.6717 -0.969 -0.700 1.820 0.03
O -25.6456 0.1222 -17.2078 1.234 0.446 -1.704 -0.01
H -23.5981 0.7604 -17.3671 -0.028 -0.647 -0.165 0.01
H -24.6195 1.1766 -18.7560 -0.374 -0.003 0.196 -0.01
H -24.6950 2.0041 -17.1231 -0.344 0.349 -0.512 0.01
H -26.0428 0.3277 -16.3583 0.505 0.504 0.400 0.00
C -24.5920 -0.7733 -11.0697 -0.053 -1.044 -0.542 0.29
O -24.4010 -0.3441 -12.4192 -0.518 0.483 0.241 -0.15
H -25.6376 -0.7578 -10.7620 -0.077 0.867 -0.241 -0.01
H -24.4248 -1.8503 -11.0857 0.662 -0.059 0.591 -0.01
H -23.9397 -0.2168 -10.3966 -0.138 -0.221 0.149 -0.07
H -23.6497 -0.8273 -12.7709 0.101 -0.074 -0.148 0.05
C -25.6762 2.2407 -14.4911 0.171 0.650 0.976 0.00
O -26.1119 0.9008 -14.2744 -0.304 0.760 -1.500 -0.04
H -25.9218 2.8499 -13.6212 -0.195 0.167 0.095 0.00
H -24.6160 2.4367 -14.6515 0.351 -0.813 0.111 0.02
H -26.1050 2.7435 -15.3578 -0.712 -0.680 -0.097 0.00
H -25.6855 0.4960 -13.5155 0.618 0.022 0.288 0.02
C -18.0999 5.7014 -13.0134 -0.095 0.354 2.341 0.29
O -16.9421 5.7713 -13.7630 0.551 0.634 -2.119 -0.10
H -18.9767 5.7935 -13.6543 0.238 -1.043 -0.185 0.05
H -17.9909 4.9082 -12.2737 -0.898 -0.989 -0.603 -0.15
H -18.3029 6.4955 -12.2949 0.656 1.079 -0.130 -0.01
H -16.0504 5.7576 -13.4075 -0.588 -0.048 0.851 0.03
C -19.6903 7.0152 -18.3357 0.073 -0.491 -0.171 0.00
O -18.3477 6.6341 -18.6087 -0.442 0.548 -0.263 -0.01
H -19.8563 8.0302 -18.6967 0.162 0.070 0.181 0.00
H -20.4009 6.3775 -18.8616 -0.096 -0.180 -0.287 0.00
H -19.9688 6.9085 -17.2873 0.214 0.282 0.199 0.00
H -18.1009 5.9093 -18.0297 0.141 -0.187 0.447 0.00
C -22.9466 6.0032 -12.4875 1.113 2.305 -1.474 0.13
O -24.2200 5.8429 -12.0782 -3.285 -1.706 2.231 -0.06
H -22.6545 7.0037 -12.1684 0.829 0.240 -0.024 -0.01
H -22.2168 5.3125 -12.0653 -0.489 -0.408 -0.249 -0.04
H -23.0497 6.0562 -13.5713 1.444 -0.492 -0.419 0.01
H -24.8353 6.4702 -12.4649 0.410 0.024 -0.082 0.01
C -24.0347 6.2551 -17.9396 0.102 -0.571 1.019 -0.02
C -24.9538 7.2677 -17.2777 -0.687 -1.875 -1.969 0.01
C -24.4737 7.8966 -16.0250 1.437 0.350 0.111 0.01
O -24.4971 9.2916 -16.3881 0.610 0.105 3.986 0.00
C -24.7989 9.4535 -17.6179 -1.177 1.667 -3.003 0.00
O -24.8922 10.4832 -18.2191 0.384 0.873 0.404 0.00
O -25.0790 8.3231 -18.2119 -0.473 -1.075 -0.518 0.00
H -23.0106 6.5894 -17.7738 0.053 -0.239 -0.155 0.00
H -24.1834 6.0548 -19.0007 -0.433 0.472 0.089 0.00
H -24.1781 5.3070 -17.4213 0.401 -0.135 0.034 0.01
H -25.9500 6.8705 -17.0831 -0.155 -0.200 -0.373 0.00
H -23.4297 7.6553 -15.8254 -0.006 -0.133 0.180 0.00
H -25.0851 7.6068 -15.1705 -0.082 0.730 0.057 -0.01
C -20.3214 -6.4668 -15.2837 1.186 -0.414 -0.452 0.05
C -19.8110 -5.0053 -15.4501 -0.122 -2.181 1.376 0.78
C -19.6946 -4.4586 -16.8296 0.104 -1.644 -1.028 0.16
O -20.4864 -3.2806 -16.8040 1.112 1.293 -1.272 -0.21
C -20.9938 -3.0841 -15.5708 -1.620 1.223 0.237 -0.20
O -21.6059 -2.0919 -15.1878 1.595 -2.574 -0.994 -0.04
O -20.8549 -4.2605 -14.9632 -2.116 1.833 2.953 0.04
H -20.5010 -6.7990 -14.2612 -0.290 0.830 0.216 0.00
H -19.5665 -7.2025 -15.5613 0.301 0.126 -0.555 -0.03
H -21.2040 -6.6733 -15.8891 -0.040 0.288 0.028 -0.01
H -18.9654 -4.8117 -14.7901 0.386 -0.141 -0.225 -0.23
H -20.1190 -5.2255 -17.4776 -0.560 0.393 -0.465 0.03
H -18.6678 -4.3979 -17.1903 0.038 1.051 0.201 0.00
C -22.2146 0.9132 -14.7857 0.303 0.186 0.161 -0.65
C -21.8304 2.3454 -14.4936 -0.822 -1.507 1.091 0.01
C -20.3615 2.6643 -14.5089 -0.994 -1.142 1.023 0.49
O -20.3662 4.0060 -14.9596 1.280 -0.143 0.336 -0.20
C -21.5433 4.2471 -15.4896 -0.133 4.546 -2.989 -0.15
O -21.8127 5.3093 -16.0580 0.474 -1.712 1.384 0.00
O -22.3453 3.2414 -15.4569 -1.666 -1.018 -0.071 0.02
H -22.0287 0.6879 -15.8359 -0.096 -0.195 0.083 0.06
H -23.2413 0.7022 -14.4867 -0.068 0.105 -0.395 0.05
H -21.5989 0.2517 -14.1762 0.200 -0.035 -0.101 -0.08
H -22.2469 2.6050 -13.5204 -0.194 0.295 0.087 0.11
H -19.9267 1.8978 -15.1503 0.984 0.672 -0.230 -0.02
H -20.0667 2.6081 -13.4611 0.883 -0.014 -0.266 0.12
C -18.4180 -2.0917 -19.6083 -1.283 -0.478 -0.036 0.08
C -18.6969 -0.6578 -19.1849 0.274 -0.911 -0.900 -0.10
C -18.2942 -0.2965 -17.7631 -3.147 -1.687 0.649 0.57
O -17.4808 0.7681 -17.9000 2.605 2.815 -0.675 -0.41
C -17.2699 1.0722 -19.2217 4.842 2.318 -0.682 0.11
O -16.4544 1.9173 -19.6850 -3.535 -2.671 2.350 0.01
O -17.8228 0.1512 -19.9494 -0.166 0.314 -1.541 -0.04
H -17.5584 -2.6206 -19.1967 0.235 0.622 0.165 -0.02
H -18.3917 -2.1613 -20.6957 0.114 0.124 -0.008 -0.02
H -19.2919 -2.6694 -19.3073 -0.084 -0.216 0.075 0.01
H -19.6705 -0.3278 -19.5473 -0.392 -0.384 0.647 -0.06
H -17.9475 -1.2010 -17.2634 1.034 0.298 0.120 -0.04
H -19.1106 0.0469 -17.1278 -0.513 -0.271 -0.137 0.16

10
Properties=species:S:1:pos:R:3:forces:R:3:lowdin_charge:R:1 method="wB97M-V/def2-TZVPD" smiles=N#C[C@@H]1N[C@@H]1C#N e_homo_ev=-11.3 molar_mass_g_mol=93.1 gap_ev=11.545 largest_force_ha_per_bohr=0.038 total_energy_ev=-8664.5865 e_above_lowest_kcal_mol=42.1 lumo_ha=0.0073
N 1.0930 1.1159 2.3365 0.251 0.733 0.905 0.18
C 0.8537 0.4345 1.4578 -0.200 -0.319 -0.357 -0.17
C 0.5603 -0.4700 0.3948 -0.254 -1.474 -0.210 -0.26
N 0.7847 -0.0160 -0.9408 0.760 0.363 -1.049 0.09
C -0.5705 -0.2802 -0.5675 0.260 -0.472 -0.003 -0.27
C -1.3860 0.8563 -0.4439 -1.410 1.303 0.192 -0.18
N -2.0969 1.7468 -0.3076 0.094 -0.018 -0.053 0.19
H 0.6859 -1.5245 0.6274 0.342 0.150 0.143 0.15
H 1.1326 -0.6978 -1.6037 0.209 -0.134 0.286 0.12
H -1.0567 -1.1651 -0.9531 -0.052 -0.131 0.146 0.15

12
Properties=species:S:1:pos:R:3:forces:R:3:lowdin_charge:R:1 method="wB97M-V/def2-TZVPD" smiles="CC(=O)CC=O" e_homo_ev=-9.9 molar_mass_g_mol=86.1 gap_ev=10.582 largest_force_ha_per_bohr=0.011 total_energy_ev=-8339.6728 e_above_lowest_kcal_mol=18.2 lumo_ha=0.0255
C -0.3530 -0.4065 -1.5150 -0.031 -0.078 -0.059 -0.01
C -0.2782 -0.9063 -0.0940 0.027 -0.200 -0.032 -0.44
O -0.1702 -2.0797 0.1815 -0.072 0.414 -0.068 0.09
C -0.3125 0.1403 1.0204 -0.038 -0.065 0.058 -0.08
C 0.9445 0.9901 1.0448 0.179 0.135 -0.337 -0.23
O 1.5039 1.3958 0.0544 -0.203 -0.140 0.482 0.05
H 0.6215 0.0108 -1.7903 -0.131 -0.050 0.070 0.09
H -1.0827 0.4026 -1.6184 0.086 -0.116 0.037 0.09
H -0.6007 -1.2364 -2.1789 0.037 0.105 0.080 0.09
H -1.1606 0.8218 0.8626 0.135 -0.068 0.005 0.13
H -0.4513 -0.3632 1.9809 0.059 0.057 -0.143 0.12
H 1.3394 1.2308 2.0521 -0.048 0.007 -0.094 0.12

20
Properties=species:S:1:pos:R:3:forces:R:3:lowdin_charge:R:1 method="wB97M-V/def2-TZVPD" smiles=CNCCO.O.O e_homo_ev=-8.8 molar_mass_g_mol=111.1 gap_ev=9.284 largest_force_ha_per_bohr=0.014 total_energy_ev=-10953.8521 e_above_lowest_kcal_mol=21.2 lumo_ha=0.0186
C 0.2093 -1.3371 2.2954 -0.565 -0.043 0.175 -0.14
N -0.4984 -0.3115 1.5689 -0.219 0.271 0.344 -0.13
C -0.9911 -0.7271 0.2830 0.100 -0.203 -0.686 -0.26
C -1.3033 0.4544 -0.6077 0.118 0.003 0.714 -0.25
O -0.1468 1.1874 -0.9873 0.260 -0.206 -0.316 -0.08
H 1.0889 -1.7213 1.7709 0.290 0.048 0.129 0.08
H -0.4616 -2.1777 2.4555 -0.117 -0.226 -0.082 0.07
H 0.4214 -0.9666 3.2948 0.468 0.011 -0.010 0.08
H 0.0253 0.5588 1.5571 -0.095 -0.214 -0.304 0.10
H -0.2673 -1.3825 -0.2375 0.066 0.012 -0.047 0.12
H -1.9148 -1.3254 0.3476 0.190 0.125 0.372 0.12
H -1.8493 0.1224 -1.4844 -0.017 0.049 -0.263 0.11
H -1.9315 1.1139 -0.0122 -0.297 0.219 -0.140 0.12
H 0.6346 0.7830 -0.5882 -0.060 0.147 0.094 0.05
O -0.1534 0.0502 -3.9392 0.030 -0.265 0.128 -0.06
H 0.2481 0.0571 -3.0597 -0.134 0.285 -0.033 0.01
H -0.6220 -0.7905 -3.9753 0.031 0.059 -0.092 0.03
O 2.2778 1.8231 0.4413 0.052 0.011 0.030 -0.05
H 3.0531 1.9833 0.9904 -0.068 -0.012 -0.102 0.05
H 2.1808 2.6065 -0.1135 -0.032 -0.070 0.087 0.05

33
Properties=species:S:1:pos:R:3:forces:R:3:lowdin_charge:R:1 method="wB97M-V/def2-TZVPD" e_homo_ev=-12.1 molar_mass_g_mol=229.7 gap_ev=6.997 largest_force_ha_per_bohr=0.102 charge=+1 total_energy_ev=-29238.3537 lumo_ha=-0.1875
C 4.3333 -1.0057 1.5079 0.181 -0.120 0.139 -0.10
C 5.0133 0.2535 0.7795 0.465 -0.183 -0.290 -0.26
C 4.2532 1.6504 0.9890 1.522 -1.701 -0.175 -0.60
Cl 5.0203 2.9091 -0.1046 -1.025 -0.987 1.107 0.62
N 2.7909 1.3922 0.6376 -0.352 2.025 3.171 -0.17
C 1.8944 1.7305 1.6862 -3.633 -1.657 -2.581 0.08
C 0.3723 1.4433 1.4065 3.992 -0.888 -3.277 0.07
C 0.1434 0.8494 0.0036 1.671 0.766 1.303 0.06
C 1.3129 0.5927 -0.9699 -0.145 1.255 3.335 0.02
N 2.6236 0.9042 -0.5724 -3.961 -0.778 -0.601 0.12
H 4.2928 -1.9048 0.7856 0.245 1.441 1.295 0.10
H 4.9539 -1.2543 2.4372 -0.997 0.100 -1.398 0.09
H 3.2614 -0.8400 1.8621 1.362 -0.044 -0.510 0.06
H 6.0939 0.3697 1.1621 -1.760 0.022 -0.589 0.13
H 5.0929 0.0408 -0.3403 -0.205 0.520 1.554 0.11
H 4.3628 1.9444 2.0830 -0.532 -0.039 -1.642 0.13
H 2.2538 2.1445 2.6968 -0.285 -0.727 -2.068 0.16
H -0.4237 1.6605 2.1858 1.143 -0.384 -1.324 0.12
H -0.9148 0.5816 -0.3496 1.642 0.339 0.674 0.11
H 1.1371 0.1327 -2.0071 0.513 0.906 1.861 0.15
C -5.1642 -0.4689 -1.7617 -0.055 0.207 -0.439 -0.17
C -5.0934 -1.8934 -1.2570 -0.241 -0.230 0.311 -0.17
C -3.6086 -2.0668 -1.0059 0.288 -0.286 -0.129 -0.20
O -3.0946 -0.7744 -0.6473 -0.015 0.145 -0.068 -0.18
C -4.0975 0.2143 -0.9294 -0.012 0.208 0.298 -0.21
H -6.1483 -0.0115 -1.6500 0.099 -0.015 0.007 0.12
H -4.8896 -0.4366 -2.8211 -0.052 0.043 0.073 0.12
H -5.6443 -1.9806 -0.3150 0.034 -0.047 -0.082 0.12
H -5.4952 -2.6280 -1.9563 0.068 0.053 0.057 0.12
H -3.0877 -2.3953 -1.9113 -0.047 -0.076 0.015 0.12
H -3.3992 -2.7800 -0.2056 0.073 0.125 -0.013 0.12
H -4.5028 0.5625 0.0267 -0.046 0.064 -0.057 0.12
H -3.6425 1.0636 -1.4450 0.065 -0.057 0.040 0.11